The following is a DFT calculation (the ωB97M-V functional and the def2-TZVPD basis) of a structure of composition C39H40AsBIN8PV.

Output
Multiplicity = 4
Highest occupied orbital energy (alpha / beta) = -6.65 / -7.42 eV
Energy = -5791.995057 hartree
Orbital gap (alpha / beta) = 7.05 / 7.81 eV

Each line ends with the Löwdin spin population.
Geometry (Å):
V1 -0.45 0.51 0.36  2.71
C1 1.85 3.81 1.98  0.00
C2 1.22 3.17 0.92  0.02
N1 0.86 1.93 1.24  0.01
N2 1.26 1.75 2.53  0.01
C3 1.85 2.87 2.98  0.01
B1 0.75 0.55 3.36  0.00
N3 1.06 -0.78 2.65  0.01
C4 1.77 -1.84 3.08  0.01
C5 1.72 -2.82 2.11  0.00
C6 0.92 -2.26 1.11  0.02
N4 0.53 -1.04 1.44  0.01
N5 -0.79 0.71 3.50  0.00
C7 -1.50 0.88 4.62  0.01
C8 -2.78 1.25 4.29  0.00
C9 -2.76 1.28 2.89  0.01
N6 -1.56 0.95 2.41  0.01
H1 2.26 4.80 2.00  0.00
H2 1.03 3.53 -0.08  0.00
H3 2.21 2.90 4.00  0.00
H4 1.28 0.56 4.44  0.00
H5 2.27 -1.80 4.03  0.00
H6 2.18 -3.79 2.13  0.00
H7 0.64 -2.66 0.15  0.00
H8 -1.02 0.75 5.58  0.00
H9 -3.60 1.46 4.94  0.00
H10 -3.56 1.54 2.22  0.00
C10 6.67 -2.83 -0.88  0.00
C11 6.85 -1.47 -1.10  0.00
C12 5.78 -0.59 -0.99  0.00
C13 4.51 -1.05 -0.67  0.00
C14 4.34 -2.42 -0.44  0.00
C15 5.40 -3.30 -0.56  0.00
P1 3.06 0.02 -0.36  0.01
C16 3.64 1.63 -1.00  0.00
C17 4.44 2.42 -0.17  0.00
C18 4.86 3.68 -0.56  0.00
C19 4.47 4.20 -1.79  0.00
C20 3.67 3.43 -2.63  0.00
C21 3.27 2.15 -2.24  0.00
C22 1.90 -0.47 -1.70  0.01
C23 2.34 -1.09 -2.87  0.00
C24 1.46 -1.37 -3.91  0.02
C25 0.13 -0.99 -3.76  0.00
C26 -0.28 -0.39 -2.58  0.02
C27 0.56 -0.11 -1.47  0.00
H11 7.50 -3.51 -0.97  0.00
H12 7.83 -1.09 -1.36  0.00
H13 5.94 0.46 -1.18  0.00
H14 3.35 -2.80 -0.18  0.00
H15 5.24 -4.36 -0.39  0.00
H16 4.72 2.04 0.81  0.00
H17 5.48 4.27 0.10  0.00
H18 4.78 5.19 -2.09  0.00
H19 3.37 3.81 -3.60  0.00
H20 2.68 1.55 -2.92  0.00
H21 3.39 -1.35 -3.00  0.00
H22 1.81 -1.85 -4.81  0.00
H23 -0.59 -1.18 -4.55  0.00
H24 -1.33 -0.11 -2.51  0.00
C28 -2.79 -2.37 -1.48  0.00
As1 -2.56 -1.16 0.02  0.02
C29 -2.62 -2.46 1.47  0.00
C30 -4.39 -0.42 0.12  0.00
C31 -5.50 -1.41 0.02  0.00
C32 -6.03 -1.99 1.17  0.00
C33 -7.05 -2.93 1.09  0.00
C34 -7.57 -3.30 -0.15  0.00
C35 -7.06 -2.71 -1.30  0.00
C36 -6.04 -1.78 -1.22  0.00
H25 -3.57 -3.09 -1.27  0.00
H26 -1.84 -2.88 -1.65  0.00
H27 -3.03 -1.81 -2.38  0.00
H28 -3.57 -3.00 1.46  0.00
H29 -2.49 -1.94 2.42  0.00
H30 -1.80 -3.16 1.34  0.00
H31 -4.45 0.33 -0.68  0.00
H32 -4.44 0.11 1.07  0.00
H33 -5.64 -1.70 2.13  0.00
H34 -7.45 -3.37 2.00  0.00
H35 -8.36 -4.02 -0.21  0.00
H36 -7.46 -2.98 -2.27  0.00
H37 -5.65 -1.32 -2.12  0.00
I1 -4.24 5.01 -1.83  0.00
C37 -2.68 3.73 -1.58  0.00
C38 -1.58 3.55 -2.41  0.02
N7 -0.83 2.60 -1.85  0.01
N8 -1.36 2.13 -0.71  0.02
C39 -2.49 2.81 -0.54  0.02
H38 -1.30 4.03 -3.33  0.00
H39 0.01 2.14 -2.18  0.00
H40 -3.09 2.64 0.33  0.00


The following is a DFT calculation (the ωB97M-V functional and the def2-TZVPD basis) of the molecule C3H2S3.

Output
Multiplicity = 1
Highest occupied orbital energy = -8.76 eV
Energy = -1309.949848 hartree
Structure (SMILES) = S=CC(=S)C=S
Orbital gap = 5.78 eV

Each line ends with the Löwdin charge.
Geometry (Å):
C1 -0.88 0.89 0.65  -0.62
C2 -0.36 0.06 -0.41  -0.79
C3 0.74 -1.06 -0.27  -0.69
H1 -1.20 1.78 0.13  0.04
H2 0.88 -1.78 -1.05  0.01
S1 -0.44 0.86 2.31  0.67
S2 -0.76 0.09 -2.11  0.70
S3 2.01 -0.84 0.74  0.68


The following is a DFT calculation (the ωB97M-V functional and the def2-TZVPD basis) of the molecule C3H5NO4S.

Output
Multiplicity = 1
Highest occupied orbital energy = -7.16 eV
Energy = -871.039258 hartree
Orbital gap = 7.78 eV

Each line ends with the Löwdin charge.
Geometry (Å):
C1 -1.06 -0.74 0.76  -0.14
C2 -0.77 -1.05 -0.66  -0.33
C3 -1.79 0.91 -0.30  -0.17
N1 2.16 0.11 0.84  -0.18
O1 0.62 1.49 -0.57  -0.42
O2 0.66 -0.94 -1.03  -0.31
O3 -1.54 0.44 0.80  0.08
O4 -1.57 -0.06 -1.25  0.05
S1 1.54 0.40 -0.69  0.86
H1 -0.24 -1.07 1.51  0.14
H2 -1.16 -1.94 -1.10  0.15
H3 -2.10 1.88 -0.46  0.15
H4 2.38 1.09 1.32  0.13
H5 2.87 -0.54 0.81  0.00


The following is a DFT calculation (the ωB97M-V functional and the def2-TZVPD basis) of a structure of composition C27H26CrN5S3.

Output
Multiplicity = 5
Highest occupied orbital energy (alpha / beta) = -2.69 / -3.12 eV
Energy = -3557.409153 hartree
Orbital gap (alpha / beta) = 5.23 / 5.63 eV
Total charge = -1

Each line ends with the Löwdin spin population.
Geometry (Å):
Cr1 -0.14 0.39 0.00  2.96
C1 2.96 1.25 2.94  0.03
C2 1.76 1.26 2.05  0.20
N1 1.79 0.66 0.84  0.23
N2 2.93 -0.07 0.59  0.02
C3 3.60 -0.08 -0.58  0.02
N3 4.57 -1.06 -0.63  0.01
S1 3.31 0.93 -1.87  0.02
C4 0.54 1.85 2.42  0.10
C5 0.32 2.52 3.65  0.07
C6 -0.89 3.12 3.89  0.04
C7 -1.89 3.07 2.92  0.12
C8 -1.64 2.34 1.77  0.01
N4 -0.49 1.72 1.52  0.12
H1 3.87 1.44 2.37  0.00
H2 3.07 0.29 3.45  0.01
H3 2.89 2.02 3.71  0.00
H4 3.21 -0.74 1.29  0.00
H5 5.00 -1.35 0.23  0.00
H6 5.22 -0.91 -1.39  0.00
H7 1.09 2.54 4.40  0.00
H8 -1.06 3.63 4.83  0.00
H9 -2.85 3.54 3.06  0.01
H10 -2.41 2.21 1.01  0.00
C9 -2.74 -2.00 3.18  0.00
C10 -2.22 -1.33 1.93  0.01
S2 -0.48 -1.38 1.70  0.01
C11 -3.04 -0.74 1.05  0.00
C12 -4.54 -0.68 1.25  0.00
S3 -2.48 0.06 -0.42  -0.02
H11 -1.91 -2.42 3.75  0.00
H12 -3.44 -2.81 2.95  0.00
H13 -3.26 -1.29 3.83  0.00
H14 -4.89 -1.48 1.90  0.00
H15 -5.04 -0.77 0.29  0.00
H16 -4.83 0.28 1.68  0.00
C13 -0.40 4.00 -2.49  0.00
C14 -0.46 3.43 -3.76  0.01
C15 -0.41 2.05 -3.88  0.00
C16 -0.29 1.26 -2.74  0.01
C17 -0.22 1.82 -1.45  -0.03
C18 -0.29 3.21 -1.36  0.01
C19 -0.15 -0.20 -2.80  0.01
C20 -0.47 -0.94 -3.97  0.00
C21 -0.32 -2.28 -3.98  0.01
C22 0.23 -2.94 -2.86  0.00
C23 0.51 -4.32 -2.84  0.00
C24 1.11 -4.89 -1.75  0.00
C25 1.46 -4.09 -0.65  0.00
C26 1.17 -2.76 -0.63  0.00
C27 0.53 -2.14 -1.73  0.00
N5 0.26 -0.80 -1.69  0.00
H17 -0.44 5.08 -2.39  0.00
H18 -0.54 4.05 -4.64  0.00
H19 -0.43 1.60 -4.87  0.00
H20 -0.24 3.68 -0.39  0.00
H21 -0.88 -0.42 -4.83  0.00
H22 -0.60 -2.87 -4.85  0.00
H23 0.25 -4.91 -3.71  0.00
H24 1.32 -5.95 -1.74  0.00
H25 1.95 -4.54 0.21  0.00
H26 1.44 -2.15 0.22  0.00


Which strongest force on any atom belongs to each record? In order, 0.76 5.54 6.67 0.87 eV Å⁻¹.